[1]
DFT (wB97M-V/def2-TZVPD) results for C13H25AgFNO3 as an isolated structure at a distorted geometry.

Charge ... +1
Highest occupied orbital energy (alpha / beta) ... -0.364 / -0.364 Ha
LUMO energy (alpha / beta) ... -5.34 / -6.59 eV
Relative energy (zero: lowest compared OMol25 entry of this formula, charge and spin) ... 491.72 kJ/mol
Multiplicity ... 2

Last column: natural (NBO) charge in e.
Positions of all 44 atoms, in Å:
Ag  -2.937  7.537  0.550  0.886
F  -0.414  4.690  0.105  -0.885
C  -0.725  -2.138  -3.356  -0.609
C  -1.687  -2.250  -2.164  0.024
C  -2.407  -3.624  -2.339  -0.394
C  -3.285  -4.077  -1.216  -0.420
C  -2.521  -4.025  0.100  -0.410
C  -1.819  -2.606  0.373  0.120
N  -1.031  -2.198  -0.879  0.292
O  -0.041  -1.247  -0.668  -0.487
C  -2.832  -1.454  0.694  -0.644
C  -0.815  -2.986  1.567  -0.621
C  -2.712  -1.196  -2.406  -0.613
H  0.175  -2.718  -3.150  0.236
H  -0.579  -1.091  -3.619  0.230
H  -1.167  -2.411  -4.315  0.249
H  -3.103  -3.557  -3.176  0.240
H  -1.733  -4.439  -2.602  0.229
H  -3.541  -5.098  -1.499  0.246
H  -4.195  -3.493  -1.081  0.207
H  -1.787  -4.829  0.165  0.226
H  -3.144  -4.182  0.981  0.238
H  -3.775  -1.584  0.164  0.235
H  -2.917  -1.302  1.770  0.265
H  -2.350  -0.484  0.571  0.232
H  -1.441  -3.355  2.380  0.236
H  -0.189  -3.829  1.274  0.229
H  -0.164  -2.237  2.018  0.244
H  -3.660  -1.299  -1.877  0.228
H  -3.059  -1.213  -3.439  0.255
H  -2.272  -0.207  -2.276  0.224
H  -0.415  -0.366  -0.749  0.513
O  6.836  6.953  1.192  -0.567
C  5.998  6.263  1.764  0.784
O  5.489  6.638  2.942  -0.475
C  4.903  5.586  3.604  -0.065
C  4.867  4.434  2.562  -0.446
C  5.352  4.972  1.220  -0.519
H  3.863  5.804  3.847  0.180
H  5.410  5.246  4.507  0.183
H  3.831  4.164  2.355  0.222
H  5.401  3.563  2.942  0.215
H  4.583  5.315  0.527  0.243
H  6.013  4.330  0.637  0.244

=====

[2]
DFT (wB97M-V/def2-TZVPD) results for a 3-piece molecular cluster, C13H25BNO3 overall at a distorted geometry.

Charge ... -1
Highest occupied orbital energy ... -0.138 Ha
LUMO energy ... 2.85 eV
Relative energy (zero: lowest compared OMol25 entry of this formula, charge and spin) ... 120.25 kJ/mol

Last column: natural (NBO) charge in e.
Positions of all 43 atoms, in Å:
C  -1.643  -1.928  -1.769  -0.636
C  -0.212  -1.243  -1.336  -0.433
C  -0.011  -1.086  0.301  -0.415
C  0.920  0.289  0.494  -0.429
C  -0.071  1.561  0.202  0.064
C  -0.068  2.865  1.195  -0.100
O  -0.657  3.848  0.225  -0.778
B  -0.633  3.313  -1.182  0.442
O  0.394  2.223  -1.027  -0.748
H  -2.372  -2.066  -0.860  0.228
H  -2.174  -1.189  -2.531  0.213
H  -1.465  -2.971  -2.309  0.183
H  -0.102  -0.239  -1.929  0.251
H  0.693  -1.933  -1.696  0.183
H  -1.009  -0.862  0.881  0.203
H  0.532  -2.008  0.787  0.194
H  1.476  0.312  1.523  0.198
H  1.694  0.248  -0.413  0.208
H  -1.176  1.182  0.129  0.164
H  -0.926  2.697  1.973  0.154
H  0.958  3.324  1.550  0.168
H  -1.575  2.671  -1.513  -0.181
H  -0.254  4.026  -2.038  -0.135
C  -6.065  -1.094  -1.719  -0.633
C  -5.264  -1.260  -0.444  -0.060
O  -4.001  -0.626  -0.580  -0.718
H  -5.528  -1.525  -2.570  0.214
H  -7.040  -1.582  -1.632  0.199
H  -6.220  -0.034  -1.944  0.201
H  -5.093  -2.320  -0.235  0.171
H  -5.788  -0.820  0.410  0.152
H  -4.163  0.317  -0.757  0.475
N  4.313  -1.725  1.913  -0.420
C  4.154  -0.942  0.824  0.044
C  4.865  0.227  0.605  -0.255
C  5.794  0.621  1.562  -0.168
C  5.979  -0.164  2.695  -0.275
C  5.224  -1.318  2.823  0.023
H  3.415  -1.290  0.107  0.208
H  4.698  0.817  -0.289  0.232
H  6.370  1.532  1.426  0.212
H  6.695  0.116  3.460  0.211
H  5.334  -1.966  3.688  0.185

=====

[3]
DFT (wB97M-V/def2-TZVPD) results for a 4-piece molecular cluster, C13H25Cl2I2O4S overall at a distorted geometry.

Charge ... -1
Highest occupied orbital energy ... -0.111 Ha
LUMO energy ... -0.82 eV

Last column: natural (NBO) charge in e.
Positions of all 47 atoms, in Å:
C  -0.125  5.859  -1.380  -0.336
C  -0.485  5.059  -2.203  0.028
C  -0.717  3.902  -3.164  -0.525
C  -0.713  2.512  -2.439  -0.147
C  -1.968  2.382  -1.535  -0.484
C  -3.265  2.096  -2.378  -0.415
C  -4.498  2.126  -1.401  -0.389
Cl  -4.376  0.748  -0.211  -0.144
C  0.583  2.402  -1.628  -0.359
I  0.389  2.892  0.524  -0.150
C  1.151  0.921  -1.725  -0.301
C  2.698  0.923  -1.503  -0.678
I  0.379  -0.403  -0.145  0.016
H  0.329  6.314  -0.518  0.232
H  -1.655  4.078  -3.711  0.234
H  0.126  3.947  -3.877  0.211
H  -1.837  1.483  -0.912  0.226
H  -2.173  3.298  -0.949  0.199
H  -3.233  1.063  -2.775  0.201
H  -3.384  2.813  -3.206  0.188
H  -4.391  3.064  -0.825  0.174
H  -5.542  2.080  -1.969  0.293
H  1.296  3.128  -2.060  0.215
H  0.862  0.525  -2.705  0.246
H  2.921  1.876  -0.983  0.194
H  2.946  0.086  -0.834  0.208
H  3.279  0.859  -2.439  0.210
O  2.278  -4.193  4.055  -0.946
S  1.770  -4.974  2.966  2.385
O  1.931  -4.551  1.611  -0.926
O  0.234  -5.301  3.234  -0.725
C  -0.670  -4.207  3.492  -0.077
C  -1.048  -3.464  2.227  -0.643
C  2.367  -6.627  3.115  -0.887
H  -0.242  -3.531  4.236  0.195
H  -1.563  -4.647  3.933  0.195
H  -0.190  -2.937  1.808  0.225
H  -1.827  -2.729  2.433  0.235
H  -1.407  -4.157  1.466  0.221
H  2.211  -6.968  4.136  0.247
H  3.430  -6.617  2.879  0.247
H  1.834  -7.258  2.408  0.253
O  4.724  1.079  0.983  -0.862
H  5.171  1.806  0.483  0.529
H  4.244  1.426  1.781  0.541
H  5.354  0.358  1.219  0.530
Cl  -7.231  1.627  -1.521  -0.883

=====

[4]
DFT (wB97M-V/def2-TZVPD) results for a 5-piece molecular cluster, C13H25Cl3O6 overall at a distorted geometry.

Charge ... 0
Highest occupied orbital energy ... -0.348 Ha
LUMO energy ... 0.37 eV
Structure (SMILES) ... COC(=O)OC.ClC(Cl)Cl.CC(C)=O.CC(C)=O.CC(C)=O

Last column: natural (NBO) charge in e.
Positions of all 47 atoms, in Å:
C  -4.396  5.469  7.041  -0.287
Cl  -3.259  4.504  6.063  0.014
Cl  -4.927  6.859  6.174  0.042
Cl  -3.535  6.141  8.449  -0.005
H  -5.254  4.911  7.418  0.236
C  -2.255  -7.377  -0.365  -0.251
O  -1.747  -8.064  -1.497  -0.498
C  -1.223  -9.258  -1.459  0.994
O  -0.835  -9.861  -0.457  -0.656
O  -1.213  -9.813  -2.706  -0.513
C  -0.799  -11.159  -2.912  -0.259
H  -3.187  -6.869  -0.617  0.200
H  -1.488  -6.750  0.091  0.196
H  -2.564  -8.130  0.360  0.199
H  -0.219  -11.187  -3.835  0.197
H  -1.624  -11.869  -2.857  0.188
H  -0.144  -11.512  -2.115  0.204
C  -1.462  1.577  0.458  -0.712
C  -0.924  0.762  -0.728  0.591
O  -1.081  1.267  -1.885  -0.564
C  -0.204  -0.603  -0.494  -0.718
H  -1.860  0.862  1.178  0.217
H  -2.184  2.332  0.146  0.242
H  -0.619  2.084  0.926  0.236
H  -0.292  -0.909  0.549  0.218
H  0.836  -0.323  -0.662  0.245
H  -0.483  -1.408  -1.174  0.245
C  3.327  1.033  6.101  -0.729
C  4.031  0.574  4.893  0.590
O  3.429  0.217  3.887  -0.558
C  5.527  0.452  4.885  -0.721
H  3.938  1.230  6.982  0.222
H  2.604  0.227  6.227  0.251
H  2.837  1.970  5.836  0.247
H  5.759  -0.181  4.029  0.237
H  5.804  -0.177  5.732  0.223
H  6.043  1.411  4.832  0.237
C  0.968  6.135  -6.307  -0.719
C  0.385  6.968  -7.374  0.578
O  0.294  6.552  -8.524  -0.549
C  -0.211  8.300  -7.069  -0.727
H  1.764  6.672  -5.790  0.226
H  1.405  5.236  -6.742  0.241
H  0.219  5.838  -5.573  0.240
H  -0.196  8.906  -7.975  0.247
H  0.310  8.697  -6.198  0.215
H  -1.293  8.263  -6.942  0.247

=====

[5]
DFT (wB97M-V/def2-TZVPD) results for one molecule with the formula C13H25N2O2 at a distorted geometry.

Charge ... 0
Highest occupied orbital energy (alpha / beta) ... -0.328 / -0.358 Ha
LUMO energy (alpha / beta) ... 0.66 / -0.22 eV
Relative energy (zero: lowest compared OMol25 entry of this formula, charge and spin) ... 584.37 kJ/mol
Multiplicity ... 2

Last column: natural (NBO) charge in e.
Positions of all 42 atoms, in Å:
C  0.179  0.116  3.863  -0.283
O  0.421  1.111  2.802  -0.578
C  -0.783  1.374  1.999  -0.074
C  -0.679  0.786  0.437  -0.065
C  -1.992  1.186  -0.459  -0.501
C  -3.407  1.282  0.422  0.120
N  -3.943  0.224  1.125  -0.620
C  -0.360  -0.818  0.532  -0.449
C  0.144  -1.519  -0.860  0.124
C  -1.175  -2.362  -1.451  -0.620
C  1.241  -2.717  -0.459  -0.646
N  0.693  -0.579  -1.903  -0.056
O  -0.208  -0.232  -2.836  -0.349
C  1.445  0.594  -1.329  0.114
C  1.780  1.598  -2.625  -0.623
C  2.906  0.235  -0.667  -0.651
C  0.618  1.510  -0.253  -0.440
H  -0.622  -0.714  3.563  0.185
H  -0.104  0.603  4.904  0.195
H  1.200  -0.488  3.990  0.198
H  -0.928  2.554  1.933  0.196
H  -1.692  0.919  2.595  0.206
H  -1.894  2.262  -0.970  0.230
H  -2.235  0.446  -1.341  0.262
H  -4.010  2.310  0.417  0.191
H  -3.287  -0.570  0.968  0.320
H  0.482  -1.051  1.344  0.235
H  -1.296  -1.456  0.898  0.222
H  -2.159  -1.728  -1.454  0.221
H  -0.922  -2.893  -2.463  0.237
H  -1.352  -3.230  -0.651  0.204
H  1.968  -2.773  -1.405  0.226
H  1.922  -2.424  0.446  0.217
H  0.743  -3.774  -0.381  0.232
H  2.637  2.349  -2.314  0.211
H  2.230  0.916  -3.484  0.228
H  0.812  2.191  -2.968  0.234
H  3.612  1.187  -0.524  0.237
H  2.847  -0.389  0.332  0.222
H  3.472  -0.437  -1.475  0.220
H  1.427  1.906  0.533  0.245
H  0.268  2.495  -0.830  0.220

=====

[6]
DFT (wB97M-V/def2-TZVPD) results for C13H26Br2CoK2N2O8 as an isolated structure at a distorted geometry.

Charge ... +2
Highest occupied orbital energy (alpha / beta) ... -0.502 / -0.502 Ha
LUMO energy (alpha / beta) ... -7.59 / -7.66 eV
Multiplicity ... 4

Last column: natural (NBO) charge in e.
Positions of all 54 atoms, in Å:
K  4.438  10.539  -15.897  0.988
K  6.135  5.447  -16.944  0.988
Co  4.421  8.215  -20.195  1.582
C  5.801  8.566  -18.086  0.949
O  5.121  9.452  -18.714  -0.884
O  5.871  8.475  -16.826  -0.824
O  5.900  7.570  -18.881  -0.898
C  2.127  11.702  -18.765  -0.624
C  1.768  12.881  -19.664  -0.077
O  1.095  12.479  -20.840  -0.492
C  -0.172  12.119  -20.758  0.982
O  -0.789  11.907  -19.756  -0.634
O  -0.645  12.084  -22.024  -0.488
C  -1.931  11.461  -22.135  -0.276
H  2.741  10.923  -19.241  0.177
H  1.283  11.167  -18.335  0.237
H  2.822  11.985  -17.967  0.175
H  2.626  13.486  -19.937  0.207
H  1.102  13.481  -19.039  0.207
H  -1.891  10.697  -22.917  0.193
H  -2.638  12.251  -22.362  0.207
H  -2.260  10.820  -21.316  0.209
C  7.070  8.875  -21.547  0.571
O  5.987  8.293  -21.718  -0.784
N  8.248  8.307  -21.787  -0.360
C  9.472  8.722  -21.116  -0.414
C  8.310  6.942  -22.287  -0.440
H  7.147  9.835  -21.026  0.159
H  9.681  7.952  -20.372  0.200
H  9.427  9.727  -20.699  0.234
H  10.273  8.767  -21.855  0.233
H  8.466  6.264  -21.443  0.202
H  7.498  6.589  -22.914  0.249
H  9.203  6.789  -22.898  0.233
C  6.786  9.857  -12.285  0.542
O  7.224  10.480  -11.347  -0.562
N  7.287  8.652  -12.679  -0.439
C  6.614  7.908  -13.735  -0.402
C  8.382  7.993  -12.015  -0.428
H  5.921  10.117  -12.927  0.056
H  7.348  7.862  -14.541  0.206
H  5.706  8.437  -14.024  0.173
H  6.250  6.940  -13.378  0.197
H  8.154  7.016  -11.576  0.206
H  9.128  7.753  -12.782  0.190
H  8.845  8.548  -11.206  0.261
Br  9.508  6.541  -16.147  -0.080
C  10.565  8.031  -16.951  -0.386
C  9.689  9.226  -16.644  -0.466
Br  10.447  10.812  -17.462  0.019
H  10.659  7.933  -18.028  0.224
H  11.529  8.097  -16.457  0.251
H  9.640  9.438  -15.580  0.235
H  8.698  9.094  -17.069  0.216

=====

[7]
DFT (wB97M-V/def2-TZVPD) results for C13H26Br6NO4P as an isolated structure at a distorted geometry.

Charge ... 0
Highest occupied orbital energy ... -0.291 Ha
LUMO energy ... 0.29 eV

Last column: natural (NBO) charge in e.
Positions of all 51 atoms, in Å:
C  3.260  1.175  -0.801  -0.616
C  4.432  0.372  -1.470  -0.708
P  4.338  -1.403  -0.804  1.019
C  5.720  -1.508  0.472  -0.951
O  2.812  -1.590  0.017  -0.744
C  1.924  -2.258  -0.797  0.911
O  2.279  -2.759  -1.812  -0.575
N  0.558  -2.365  -0.367  -0.487
C  0.154  -3.771  -0.603  -0.408
C  -0.306  -1.415  -1.050  -0.331
C  -1.076  -0.592  0.051  0.791
O  -0.946  -0.864  1.210  -0.514
O  -1.901  0.511  -0.447  -0.737
H  3.392  1.238  0.294  0.218
H  3.178  2.216  -1.177  0.209
H  2.303  0.684  -1.069  0.194
H  4.237  0.270  -2.568  0.225
H  5.427  0.792  -1.255  0.238
H  6.401  -2.332  0.202  0.242
H  6.310  -0.571  0.473  0.228
H  5.266  -1.696  1.465  0.245
H  -0.818  -3.970  -0.109  0.208
H  0.955  -4.402  -0.175  0.218
H  0.035  -4.015  -1.681  0.191
H  0.238  -0.661  -1.654  0.230
H  -1.077  -1.893  -1.688  0.218
H  -2.288  0.164  -1.277  0.473
Br  -4.396  0.018  4.198  -0.036
C  -3.998  1.827  3.594  -0.433
C  -3.650  1.852  2.129  -0.474
Br  -1.837  1.199  1.813  0.052
H  -3.201  2.203  4.229  0.232
H  -4.909  2.395  3.783  0.226
H  -3.660  2.876  1.755  0.223
H  -4.313  1.242  1.521  0.221
Br  -8.310  1.640  3.879  -0.021
C  -8.790  -0.134  4.523  -0.444
C  -8.078  -1.211  3.748  -0.452
Br  -8.887  -1.482  1.997  -0.023
H  -9.872  -0.209  4.464  0.231
H  -8.484  -0.149  5.568  0.231
H  -8.169  -2.170  4.256  0.228
H  -7.027  -0.991  3.581  0.246
Br  5.939  4.577  -3.712  -0.012
C  5.541  3.360  -5.179  -0.448
C  4.955  2.067  -4.675  -0.452
Br  6.325  0.914  -3.914  -0.004
H  6.464  3.222  -5.735  0.235
H  4.821  3.890  -5.801  0.230
H  4.527  1.495  -5.497  0.232
H  4.200  2.212  -3.906  0.229

=====

[8]
DFT (wB97M-V/def2-TZVPD) results for C13H26CaNO3P2 as an isolated structure at a distorted geometry.

Charge ... +1
Highest occupied orbital energy ... -0.317 Ha
LUMO energy ... -2.78 eV
Relative energy (zero: lowest compared OMol25 entry of this formula, charge and spin) ... 179.97 kJ/mol

Last column: Mulliken charge in e.
Positions of all 46 atoms, in Å:
Ca  0.129  -1.615  0.066  1.422
P  2.736  -0.275  -0.374  0.929
C  1.777  1.039  -1.185  -1.547
C  0.320  0.980  -1.638  1.017
N  -0.600  0.214  -1.037  -0.175
C  -1.815  0.182  -1.612  0.850
C  -2.155  0.924  -2.734  -0.962
C  -1.218  1.740  -3.299  -0.387
C  0.023  1.837  -2.712  -0.917
C  -2.778  -0.735  -0.953  -1.354
P  -2.611  -1.180  0.793  0.472
H  0.842  2.400  -3.152  0.462
H  -3.176  0.829  -3.128  0.425
H  -1.464  2.380  -4.164  0.410
H  -3.832  -0.569  -1.140  0.696
H  -2.669  -1.683  -1.466  0.447
H  1.971  1.857  -0.579  0.606
H  2.439  1.180  -2.064  0.462
H  0.359  5.398  2.732  0.325
O  -0.474  5.044  2.434  -0.633
H  -0.479  4.052  2.142  0.309
H  -0.828  1.117  4.181  0.310
O  -0.573  0.499  3.331  -0.445
H  -0.034  0.842  4.113  0.123
C  -3.384  0.218  1.623  -1.239
H  -3.978  0.828  0.941  0.418
H  -4.075  -0.084  2.416  0.432
H  -2.632  0.917  2.020  0.176
C  -3.840  -2.479  0.954  -1.416
H  -3.886  -2.866  1.973  0.399
H  -4.838  -2.127  0.717  0.413
H  -3.621  -3.273  0.239  0.363
C  4.380  -0.380  -1.092  -1.386
H  4.890  0.609  -1.036  0.420
H  5.058  -1.111  -0.591  0.360
H  4.289  -0.647  -2.168  0.381
C  2.867  0.171  1.338  -1.101
H  3.352  -0.548  2.008  0.378
H  3.456  1.092  1.399  0.416
H  1.904  0.404  1.804  0.296
C  2.646  -3.062  0.060  -0.904
C  2.142  -1.924  -0.737  -0.072
O  0.989  -2.125  -1.382  -0.941
H  3.339  -2.695  0.801  0.383
H  3.182  -3.835  -0.532  0.252
H  1.867  -3.542  0.691  0.127